Record 1
A cluster of 9 separate species, C27H33F8IO24P in total. Source: the OMol25 dataset; level of theory: ωB97M-V/def2-TZVPD.

**Net charge**: +1
**Frontier orbital gap**: 8.41 eV

Positions of all 94 atoms, in Å:
H 0.259 -4.051 -5.305
C 1.886 -7.921 2.306
O 5.952 3.803 8.821
C -1.669 2.862 -5.547
H -0.268 0.556 -5.937
P -0.470 1.837 -6.623
O -0.869 0.901 8.579
F -1.487 4.503 -8.674
C -1.542 -2.755 4.526
C 2.857 -1.438 0.009
C 0.056 -3.604 -6.284
O -2.523 6.331 -7.900
H 0.187 3.560 -4.253
C 1.944 -2.818 1.502
H 1.828 -7.855 1.214
O 2.335 -2.695 0.149
H -2.520 -1.458 5.981
O 3.385 -1.026 -1.010
H 0.828 2.457 -6.834
H -1.488 2.415 5.051
H 3.413 0.429 8.413
O -1.751 -3.202 6.750
O 0.966 -7.023 2.885
C -1.254 -4.032 -6.852
H 4.032 -7.716 2.207
C -1.079 1.413 5.220
O -2.669 7.489 -9.837
H -1.580 2.268 -0.244
F 4.138 1.206 5.710
H 2.739 -3.318 2.065
H -1.333 0.782 4.364
O -0.252 -2.826 5.101
O 4.316 2.211 8.969
F -1.569 -5.283 -6.449
F -2.017 0.421 -1.846
H 1.027 -3.405 1.593
H -1.776 5.999 -5.325
O 0.455 1.669 6.885
H -3.640 0.040 -0.725
H 0.061 6.042 -4.601
F 1.571 -9.173 2.709
F 2.052 -1.230 3.220
C 4.712 1.307 6.930
I -2.233 4.207 -2.812
F 0.988 2.455 4.857
O -0.116 -2.208 -6.135
O -1.878 -0.452 0.212
O 0.479 -3.421 7.185
C -1.986 0.095 1.455
C 3.195 -7.493 2.875
C -2.858 7.517 -8.482
C -0.882 3.948 -4.569
H 3.398 -7.940 3.854
C -2.447 5.410 -8.964
C -2.612 0.406 -0.632
C -0.432 -3.173 6.412
O -1.613 0.885 6.417
H -1.601 -1.945 3.795
H -2.195 2.096 -4.798
O -2.436 1.386 1.403
C -0.690 1.135 7.395
C -0.729 5.450 -5.263
C -2.411 -2.514 5.712
O 2.708 -0.701 1.146
H -1.766 -3.701 4.021
H 5.429 0.491 7.073
H -1.312 -3.966 -7.944
C 1.675 -5.881 3.103
H -0.966 6.396 -10.195
C -1.464 -1.991 -6.055
C 3.678 1.406 7.999
C -2.049 6.252 -10.127
O 3.024 -6.098 3.024
H -3.412 4.906 -9.084
C 0.386 1.428 5.498
F -3.630 -3.072 5.538
O -2.173 -3.134 -6.274
H -0.267 5.291 -6.338
O 1.170 -4.795 3.335
H -2.410 5.847 -11.077
H -1.142 1.601 -7.890
O 5.382 2.545 7.004
C 1.753 -1.398 1.913
H 0.753 -1.001 1.705
O -1.722 -0.496 2.489
C -2.494 1.734 0.034
H -3.353 2.379 -0.170
H 0.897 0.489 5.261
C 5.274 2.929 8.307
O -3.281 8.484 -7.871
O -1.969 -0.906 -5.823
H -2.556 3.371 -6.139
H 2.764 1.903 7.659
H 0.892 -3.827 -6.951

Record 2
The molecule C22H24F3NO3. Source: the OMol25 dataset; level of theory: ωB97M-V/def2-TZVPD.

**Net charge**: 0
**Frontier orbital gap**: 8.59 eV
**SMILES string**: O=C(c1cccc(C(F)(F)F)c1)[C@@H]1CCCN(Cc2ccc(OCCO)cc2)C1

Positions of all 53 atoms, in Å:
H 5.268 1.605 1.528
O 3.303 2.221 1.201
C 2.162 1.931 0.326
H -3.925 -0.582 -2.227
C 4.432 1.455 0.726
H 0.948 -1.036 3.351
C 0.987 2.474 0.710
H 2.923 0.315 -1.060
C -0.663 -1.678 0.670
H -4.890 -2.018 0.040
F 2.826 -3.889 -0.373
H 0.769 -0.220 -1.949
H -3.498 1.142 1.435
H -5.514 -0.247 -1.725
H 2.836 -1.660 2.067
C 0.743 0.782 -1.260
C -4.642 -0.262 -1.374
H -3.148 -1.197 1.674
H -2.034 1.637 -2.196
C 1.956 0.916 -0.823
C 0.207 -2.188 -0.229
F 3.828 -2.208 -0.373
C 5.050 1.815 -0.536
H -1.411 -1.093 2.789
C -3.198 -1.066 0.793
H -1.791 0.727 1.190
C 1.437 -2.322 0.539
C -1.823 0.952 -1.220
F 2.348 -2.369 -1.781
H 1.165 3.368 1.315
C -4.712 -0.921 0.198
H -0.044 -2.534 -1.200
C -4.180 1.238 -0.942
H -4.854 1.506 -0.398
H 5.260 -0.084 -0.995
N -2.739 1.401 -0.502
C -2.853 0.537 0.898
C -0.267 2.272 0.199
H 4.096 0.405 0.704
O -2.388 -2.526 -0.752
H -1.696 0.017 -1.724
C 1.745 -1.844 1.714
C 0.781 -1.524 2.318
H -1.053 3.105 0.557
H -4.093 1.898 -2.038
C -2.040 -1.802 0.094
H 4.635 2.537 -1.060
H 6.182 1.734 -0.416
C -0.361 1.302 -0.690
C -0.489 -1.388 1.972
H -5.367 -0.484 0.755
C 2.690 -2.732 -0.501
O 5.097 0.583 -1.418

Record 3
A structure of composition C47H42BrMgN2O3P2S8. Source: the OMol25 dataset; level of theory: ωB97M-V/def2-TZVPD.

**Net charge**: -1
**Frontier orbital gap**: 6.24 eV

Positions of all 106 atoms, in Å:
C -5.564 -1.843 2.730
H 2.977 4.811 2.331
H -2.576 -2.296 4.489
S -0.640 -1.105 -3.026
H 0.652 -4.585 -1.240
C -1.399 4.515 -0.916
H -3.981 -3.154 2.127
C 3.919 3.991 -6.777
C -3.681 0.177 2.564
C 0.769 2.243 2.179
H 2.901 2.342 2.123
H -6.302 -2.634 2.776
H 0.523 3.971 -0.087
S 2.349 -0.309 1.321
H -2.805 3.007 -1.736
H -1.307 0.829 4.230
C 3.186 0.166 -4.520
H -1.782 5.181 -1.694
C -5.935 -0.530 3.001
C 0.844 5.026 2.415
H 4.230 2.226 -7.972
Mg 0.234 -0.577 -0.520
C -2.328 -1.417 -2.841
H 3.830 -2.198 -5.748
P -1.577 -1.475 1.762
C -2.710 -5.164 -2.427
C 3.259 2.309 -4.684
C 3.570 4.512 -5.522
C 0.195 -4.126 5.127
S -3.245 -0.116 -2.136
C -0.761 -0.046 1.440
H 3.723 -0.247 -6.525
N 2.982 1.259 -3.821
H -2.256 -6.109 -2.726
H -2.932 0.952 2.461
C 3.010 -1.191 -4.007
C 0.456 3.692 -2.217
H -2.230 -4.802 -1.519
C 3.626 1.807 -5.936
C 3.115 -3.563 -4.294
C -1.606 -2.748 4.320
C 1.841 -0.313 4.671
O 0.112 1.391 -1.079
H -1.602 -3.724 6.227
C 3.239 3.684 -4.466
C -3.049 -2.528 -3.097
H 2.293 -4.768 -2.723
C 2.441 -1.375 -2.755
C -0.409 2.981 2.252
O 2.094 -0.366 -1.939
C 1.984 2.915 2.205
C 2.023 4.298 2.316
H 0.875 6.104 2.511
C -0.416 0.491 4.747
C -3.300 -1.129 2.300
H 0.713 -0.186 7.864
H 2.986 4.087 -3.496
C -0.921 -2.502 3.137
H -1.303 4.919 2.459
H 2.316 0.492 -2.367
P 0.663 0.396 2.184
S -0.576 2.222 -2.134
C 0.715 0.149 4.008
C -1.867 3.083 -1.188
C 0.714 -0.087 6.786
C -4.260 -2.137 2.376
C -4.992 0.480 2.916
H -3.769 -5.334 -2.237
S -1.705 -2.654 0.126
C 3.364 -2.308 -4.779
S -2.439 -4.015 -3.799
C 1.840 -0.434 6.055
C 2.502 -3.765 -3.057
O 1.527 -2.715 -1.097
H -1.935 2.472 -0.285
H 1.885 -4.290 3.807
H 4.168 4.670 -7.581
S -4.752 -2.446 -2.714
C 0.896 -3.874 3.953
S -6.151 -0.125 -1.464
H -1.778 4.873 0.042
H -1.308 0.638 6.687
H 0.755 -3.868 0.369
Br 3.596 -5.078 -5.330
C -0.419 0.378 6.127
C -4.794 -0.855 -2.075
H 2.713 -0.592 4.091
H 0.197 4.224 -3.134
H 3.564 5.583 -5.379
C -1.053 -3.553 5.309
H 0.921 -2.840 2.084
H 1.477 3.322 -2.293
C 0.343 -3.071 2.973
H -1.349 2.445 2.200
C -0.376 4.362 2.382
C 3.956 2.628 -7.006
H 2.720 -0.808 6.563
C 1.292 -4.017 -0.561
H -5.276 1.509 3.103
H -6.960 -0.297 3.258
H 0.564 5.490 -0.988
C 0.128 4.491 -0.962
N 3.572 0.433 -5.803
C 2.155 -2.671 -2.292
H 0.626 -4.752 5.897
H 2.249 -4.520 -0.408

Record 4
A structure of composition C12H37AlBN2OP2. Source: the OMol25 dataset; level of theory: ωB97M-V/def2-TZVPD.

**Expectation value of S²**: 0.753
**Net charge**: +2
**Frontier orbital gap (spin up / spin down)**: 5.23 / 8.30 eV
**Spin multiplicity**: 2

Positions of all 56 atoms, in Å:
H -0.585 2.767 2.072
H 0.261 -0.175 -4.479
H -0.619 5.246 2.177
H -3.581 -4.780 -0.151
H -2.208 -0.479 2.839
H -1.682 -1.287 -0.117
C 0.645 -0.412 -3.476
H 0.048 -3.979 1.817
N 1.874 -2.837 -0.788
H -1.195 1.792 -0.252
C -0.212 4.736 1.273
H -1.712 1.288 -2.650
H 3.065 4.581 0.093
C -0.441 2.578 -0.117
H -2.823 -4.886 -0.272
H 1.020 -4.723 0.094
H -2.201 0.195 -3.979
H 1.672 5.757 1.593
H 1.499 4.720 -0.763
H -2.957 0.041 -2.367
H -2.366 -2.688 -2.844
H -0.505 3.230 -1.006
C 0.427 -3.238 2.534
H 2.574 -2.892 -0.048
H 0.067 -3.489 3.544
H 1.925 -0.513 2.700
C -2.022 0.264 -2.896
B 1.103 -4.108 -0.916
H 1.526 -3.256 2.540
C -0.838 3.325 1.154
H -0.704 -3.302 -3.111
O 1.148 0.731 -0.064
H 1.662 4.073 2.226
H 2.372 -2.619 -1.650
H 1.401 -1.205 -3.561
H 0.559 0.619 2.879
H -1.930 3.463 1.177
C -1.373 -2.444 -3.249
C 0.883 -0.422 3.032
Al -0.176 -0.640 -0.083
H -0.494 5.345 0.386
H 0.646 -4.291 -1.994
N 2.018 2.794 -0.030
H 1.112 0.491 -3.056
H 2.931 2.345 -0.165
H 1.249 -1.970 -0.567
C 0.937 2.025 -0.059
H -1.573 -1.635 4.059
P -0.741 -0.943 -2.412
H -1.487 -2.241 -4.327
C 2.018 4.257 0.092
H 0.811 -0.661 4.103
C -1.753 -1.467 2.987
C 1.336 4.721 1.387
H -2.443 -2.228 2.600
P -0.170 -1.573 2.091

Record 5
The molecule C5H12Si2. Source: the OMol25 dataset; level of theory: ωB97M-V/def2-TZVPD.

**Net charge**: 0
**Frontier orbital gap (spin up / spin down)**: 8.47 / 8.44 eV

Positions of all 19 atoms, in Å:
H -0.814 -1.019 2.899
H -0.442 2.256 1.192
C -0.396 0.354 -2.459
H -1.424 -1.577 -0.319
H 0.208 1.100 -2.911
C -0.375 2.207 0.205
Si -0.070 -1.520 1.840
H 2.670 -2.045 1.389
C -1.086 -0.775 0.362
C 1.746 -0.025 -0.068
H -1.420 2.671 -0.169
Si 0.037 0.495 -0.471
H 0.234 3.001 -0.174
H -1.857 -0.317 0.815
H 0.098 -3.064 2.138
C 1.750 -1.378 1.477
H -1.387 0.514 -2.410
H -0.065 -0.614 -2.625
H 2.594 -0.263 -0.711

Record 6
A cluster of 2 separate species, C6H7ClNO2 in total. Source: the OMol25 dataset; level of theory: ωB97M-V/def2-TZVPD.

**Net charge**: -1
**Frontier orbital gap**: 8.26 eV

Positions of all 17 atoms, in Å:
C -1.327 2.297 -1.223
H 1.872 -2.157 -0.524
C 0.483 -0.571 0.052
H -1.772 1.662 -0.400
H 1.695 -0.760 -1.696
N -0.613 2.974 -1.820
Cl -1.525 -2.265 -0.480
C -1.697 -0.141 1.358
H 2.228 0.212 1.076
C -0.699 -0.943 0.386
H 1.631 1.445 0.186
H 0.680 1.047 1.658
O -1.489 -0.406 2.551
O -2.483 0.642 0.855
H 0.579 -2.095 -1.686
C 1.166 -1.485 -1.041
C 1.272 0.545 0.748

Record 7
A structure of composition CH3N3O. Source: the OMol25 dataset; level of theory: ωB97M-V/def2-TZVPD.

**Net charge**: 0
**Frontier orbital gap (spin up / spin down)**: 9.05 / 7.68 eV

Positions of all 8 atoms, in Å:
H -1.776 -0.074 -1.567
N -1.483 0.190 -0.630
N 0.896 -0.250 -1.130
O 1.700 -0.544 -0.060
C -0.234 0.046 -0.454
H 0.696 0.988 1.256
N 0.339 0.092 0.931
H -0.137 -0.448 1.654

Record 8
The molecule C16H18N6O4. Source: the OMol25 dataset; level of theory: ωB97M-V/def2-TZVPD.

**Net charge**: 0
**Frontier orbital gap**: 10.00 eV
**SMILES string**: Cc1nc(CN(C)C(=O)c2coc([C@H](C)NC(=O)[C@@H]3C[C@H]3C#N)n2)no1

Positions of all 44 atoms, in Å:
N -2.898 -1.004 -1.864
H -1.148 -2.040 -1.379
H -2.369 -2.981 -2.230
H 0.777 -0.138 3.271
C -1.890 -2.005 -2.170
H -4.881 -0.466 -2.207
H 1.549 -0.149 -6.067
C 1.617 2.427 4.923
H -3.956 -0.750 -3.683
C -0.910 1.653 -0.214
N 2.467 4.276 6.524
H 0.675 1.197 -5.304
C 1.754 -1.834 1.243
H 2.653 -2.145 1.774
C -1.358 0.426 -0.547
H 0.301 0.657 5.062
C 0.422 0.170 0.585
C 2.461 1.181 4.724
C -0.172 -0.698 -4.952
H 3.381 1.152 5.289
O 3.716 0.843 2.753
H 0.022 0.405 -6.754
N 1.560 0.150 2.710
C -1.211 -1.722 -3.474
C 2.096 3.459 5.807
H 1.264 0.976 6.568
H 0.888 -2.330 1.682
H 1.829 -2.148 0.203
C 1.182 1.106 5.499
O -3.384 1.159 -1.414
N -1.115 -2.600 -4.421
C -4.116 -1.091 -2.656
H -1.266 2.648 -0.403
N -0.485 -0.520 -0.010
H 1.079 2.788 4.057
H -4.447 -2.128 -2.676
H 2.509 0.151 0.911
N -0.635 -0.504 -3.761
O 0.234 1.508 0.505
C 0.565 0.249 -5.822
O -0.411 -1.924 -5.419
C 2.650 0.698 3.316
C -2.617 0.215 -1.316
C 1.620 -0.320 1.335

no.,E_tot (eV),F_max (eV Å⁻¹)
1,-116794.4205,4.09
2,-38971.2833,19.23
3,-239297.5415,0.40
4,-43907.3811,3.03
5,-21128.8205,5.85
6,-24443.4805,4.45
7,-7597.8377,4.23
8,-34013.5703,0.07